Below is a molecular structure, C24H25IrN2O4S3 in a non-equilibrium geometry, with properties calculated with ωB97M-V with the def2-TZVPD basis set.

Computed properties:
Multiplicity: 2
Frontier orbital gap (spin up / spin down) (eV): 6.72 / 5.31
HOMO energy (spin up / spin down) (eV): -17.00 / -17.00
Energy (Eh): -2637.8436
LUMO energy (spin up / spin down) (eV): -10.275 / -11.689
Total charge: +3

```
59
Properties=species:S:1:pos:R:3:forces:R:3
Ir 0.1152 -0.8579 -0.3630 -1.2 -0.5 0.6
S 2.5605 1.4980 -3.3956 0.0 -0.1 0.0
S 2.2197 -1.3695 -2.7671 0.0 0.0 0.1
S 0.7105 -1.0892 2.5625 -0.2 -0.4 -0.4
O -1.9224 2.3103 2.0733 0.0 0.1 0.0
O -0.5497 0.7992 0.4997 0.2 -0.1 -0.5
O 1.3824 -1.2925 1.1480 0.9 0.9 -0.3
O -1.3201 -0.9324 -1.8932 0.0 0.1 0.1
N 1.0232 0.5260 -1.4428 0.5 -0.5 0.1
N 0.7987 1.8286 -1.0695 -0.1 0.0 -0.1
C 2.3978 -4.4708 3.9146 0.0 0.0 0.0
C -0.3336 3.2069 0.5044 -0.1 -0.1 0.1
C 1.8484 -3.5585 3.0375 0.0 0.0 0.0
C -0.0717 5.6090 0.5992 0.0 0.0 0.0
C 1.8431 0.2826 -2.4256 0.2 0.2 -0.2
C -2.0544 -1.1742 2.5353 -0.2 0.0 0.0
C -1.3006 3.3357 1.5712 0.1 0.0 -0.1
C 1.4562 -2.3188 3.5436 -0.2 0.0 0.1
C -0.8928 -1.7115 2.0121 0.1 -0.2 0.1
C 0.0050 1.8855 -0.0756 -0.1 0.4 0.3
C -1.0165 5.7302 1.6403 0.0 0.0 0.0
C -2.1675 -3.0840 0.4849 0.0 0.0 0.1
C 1.6026 -1.9757 4.8865 0.1 0.0 0.0
C 2.5279 -4.1545 5.2673 0.0 0.0 0.0
C -3.2777 -1.6108 2.0362 0.1 0.0 0.1
C -3.3318 -2.5536 1.0115 0.0 0.0 -0.1
C 2.1341 -2.9172 5.7545 0.0 0.0 0.0
C -3.1431 -0.3309 -3.3898 0.0 0.1 0.0
C -0.9209 -2.6815 0.9881 0.0 0.4 -0.4
C -2.2138 0.1687 -2.3184 0.2 -0.1 0.1
C 3.6373 0.3301 -4.2948 0.0 0.0 0.1
C -1.6252 4.6137 2.1239 0.0 0.0 0.0
C 2.9266 -1.0049 -4.4135 0.0 0.0 0.0
C 0.2586 4.3519 0.0451 0.0 0.0 0.0
H -3.7920 -1.1233 -3.0207 0.0 0.0 0.0
H 1.3199 -0.9937 5.2457 0.0 0.0 0.0
H -2.3581 4.6432 2.9197 0.0 0.0 0.0
H 0.4163 6.4953 0.2148 0.0 0.0 0.0
H 1.7588 -3.7924 1.9864 0.0 0.0 0.0
H -2.7319 0.4474 -1.4031 0.0 0.0 0.0
H 2.2563 -2.6773 6.8013 0.0 0.0 0.0
H -2.2164 -3.8483 -0.2800 0.0 0.0 0.0
H 2.9521 -4.8839 5.9442 0.0 0.0 0.0
H 3.6205 -1.8121 -4.6428 0.0 0.0 0.0
H -1.0567 -1.4506 -2.6675 0.0 0.1 -0.1
H -1.2495 6.7055 2.0453 0.0 0.0 0.0
H -2.5925 -0.6849 -4.2643 0.0 0.0 0.0
H 4.5747 0.2516 -3.7472 0.0 0.0 0.0
H -4.2909 -2.8915 0.6425 0.0 0.0 0.0
H 3.8270 0.7617 -5.2770 0.0 0.0 0.0
H 0.9916 4.2944 -0.7475 0.0 0.0 0.0
H 2.1215 -0.9909 -5.1447 0.0 0.0 0.0
H -1.6289 1.4850 1.6224 0.0 -0.1 0.0
H 2.7321 -5.4323 3.5503 0.0 0.0 0.0
H -2.0123 -0.4314 3.3236 0.0 0.0 0.0
H -0.0209 -3.2059 0.6826 0.0 -0.2 0.2
H -1.5776 0.9876 -2.6563 -0.1 0.0 0.0
H -4.1959 -1.2133 2.4492 0.0 0.0 0.0
H -3.7724 0.4941 -3.7244 0.0 0.0 0.0
```
Forces are in eV/Å.

These are the natural (NBO) partial charges, in e, on atoms 1 to 6: 1.360 0.464 0.336 1.267 -0.530 -0.680